No. 1
Density functional theory data (ωB97M-V with the def2-TZVPD basis set) for a 10-piece molecular cluster, C4H27NO11 overall at a distorted geometry.

Values from the calculation:
Relative energy (zero: lowest compared OMol25 entry of this formula, charge and spin) (kcal/mol): 66.8
LUMO energy (eV): 0.237
HOMO level (Ha): -0.350
Electronic energy (Ha): -1051.0053
Strongest force on any atom (eV Å⁻¹): 2.17
SMILES string: C[C@@H](O)CNC=O.O.O.O.O.O.O.O.O.O

The geometry in XYZ format:
```
43
C4H27NO11 ωB97M-V with the def2-TZVPD basis set
O 1.1401 0.5358 -3.0229
O -0.5078 2.3179 -0.8756
O 2.8450 -0.8236 -1.6679
O -1.2493 -0.0182 -1.8606
O -3.8710 -0.7804 2.5571
O 1.8874 2.7723 -1.7208
O -3.5018 -1.0434 -0.6960
O 2.7638 1.2383 0.1936
O 1.6851 -2.1027 0.5534
O 1.6511 -1.6585 3.2583
O -2.1147 2.9424 1.3137
N 0.9883 0.6000 1.4448
C 2.2043 1.1510 1.2783
C -0.5262 -2.5160 -0.2730
C 0.2980 -0.0890 0.3746
C 0.3661 -1.6246 0.6195
H -2.1781 -0.2161 -1.9014
H 2.1486 -0.4512 -2.2604
H 2.2433 -1.8137 -0.1856
H 2.6716 1.6640 2.1441
H 2.6254 2.6479 -1.0679
H 0.7078 0.2831 -0.5883
H -1.5920 2.1592 1.1133
H -4.0548 -1.6975 -1.1317
H 0.4122 0.7190 2.2649
H -1.0739 2.9416 -1.3500
H 1.9490 1.8759 -2.1559
H -1.6619 3.7141 0.9811
H 0.2553 0.2716 -2.7216
H 0.0561 -1.7934 1.6373
H -1.0943 0.8168 -1.3620
H 1.1070 0.3079 -3.9702
H -3.3686 -1.5561 2.8055
H 0.4567 2.6162 -1.1417
H 1.9310 -1.9378 2.3504
H -3.8433 -0.1442 3.2700
H -3.9465 -0.8271 0.1451
H -0.8160 -2.1823 -1.2756
H -0.0353 -3.4047 -0.6983
H 2.1499 -2.1776 3.8879
H -1.4232 -2.7943 0.2922
H 3.1034 -0.1053 -1.0665
H -0.7876 0.1830 0.5087
```



No. 2
Density functional theory data (ωB97M-V with the def2-TZVPD basis set) for one molecule with the formula C25H22ClN3O4 at a distorted geometry.

Values from the calculation:
Relative energy (zero: lowest compared OMol25 entry of this formula, charge and spin) (kcal/mol): 0.0
LUMO energy (eV): 0.427
HOMO level (Ha): -0.305
Electronic energy (Ha): -1891.3263
Strongest force on any atom (eV Å⁻¹): 1.28
SMILES string: O=C(Nc1ccccc1N1CCN(C(=O)c2ccc(Cl)cc2)CC1)c1ccc2c(c1)OCO2

The geometry in XYZ format:
```
55
C25H22ClN3O4 ωB97M-V with the def2-TZVPD basis set
Cl -6.5654 -2.7276 -1.9611
O 4.3915 1.0145 -1.5972
O -3.8861 1.4048 2.5106
O 3.9859 -4.5428 1.2151
O 4.8547 -4.0985 -0.8713
N 2.5258 1.4280 -0.3555
N -1.9547 0.7723 1.5318
N 0.1636 2.3177 0.5094
C 3.7803 -3.2289 0.9099
C 4.3071 -2.9566 -0.3567
C -3.3064 0.7655 1.6528
C -3.8463 -1.4895 0.6684
C 4.6765 -5.0944 0.1120
C -0.6470 1.5066 -0.3869
C 3.1029 3.6125 -1.3115
C 3.5687 0.6613 -0.7772
C 1.0089 3.2501 -0.1550
C -4.0624 -0.1156 0.7076
C 3.1760 -2.2498 1.6611
C -5.0768 0.4385 -0.0644
C 2.2372 2.7627 -0.6372
C 4.2370 -1.7046 -0.9083
C -4.6174 -2.2960 -0.1482
C 0.6980 4.5897 -0.3235
C -5.8451 -0.3583 -0.8930
C -1.2112 0.3072 0.3851
C 3.6044 -0.7013 -0.1608
C 1.5746 5.4356 -0.9833
C 2.7656 4.9434 -1.4853
C -5.6081 -1.7235 -0.9315
C -1.1751 1.6361 2.3954
C 3.0953 -0.9764 1.1032
C -0.6477 2.8300 1.5983
H 4.0352 3.2244 -1.6861
H -6.6272 0.0720 -1.4983
H 2.6593 -0.1902 1.7017
H 2.7912 -2.4620 2.6444
H -1.5093 3.4173 1.2428
H 4.6516 -1.4754 -1.8754
H 5.6587 -5.4683 0.4429
H -0.0253 3.4618 2.2339
H -1.8536 -0.2806 -0.2697
H 1.8530 1.0241 0.2851
H -3.0824 -1.9317 1.2909
H 3.4443 5.5993 -2.0086
H -1.4880 2.0902 -0.7998
H -4.4561 -3.3621 -0.1764
H -1.8227 1.9713 3.2065
H -0.3378 1.0607 2.8030
H 1.3180 6.4764 -1.1106
H -5.2634 1.5002 -0.0090
H 4.0928 -5.9289 -0.3071
H -0.0322 1.1582 -1.2189
H -0.2355 4.9775 0.0554
H -0.3853 -0.3240 0.7357
```



No. 3
Density functional theory data (ωB97M-V with the def2-TZVPD basis set) for one molecule with the formula C22H29N3O5 at a distorted geometry.

Values from the calculation:
Relative energy (zero: lowest compared OMol25 entry of this formula, charge and spin) (kcal/mol): 88.2
LUMO energy (eV): 0.492
HOMO level (Ha): -0.326
Electronic energy (Ha): -1396.1700
Strongest force on any atom (eV Å⁻¹): 1.23
SMILES string: COCC(=O)N1CCC(Oc2ccc(C(=O)NCc3cc(C(C)C)no3)cc2)CC1

The geometry in XYZ format:
```
59
C22H29N3O5 ωB97M-V with the def2-TZVPD basis set
O 1.5992 4.3043 3.6707
O 1.0175 -2.0576 -2.8928
O 1.5008 -5.7228 -1.6013
O 1.3592 4.0501 -1.1792
O -0.6312 -4.3534 0.7623
N 0.4746 4.4823 4.4037
N 2.2570 3.0820 0.6485
N -0.2853 -4.4679 -2.1449
C -1.8966 5.0228 4.0326
C 1.6934 3.0405 -0.5892
C 2.4055 4.3314 1.3645
C 0.3686 -3.7708 -4.3873
C -0.4922 4.7931 3.5802
C -1.0788 -5.6584 1.0416
C -1.3707 -2.4950 -3.1117
C 0.5817 1.5229 -2.1760
C -0.2257 -4.8943 -3.5262
C 1.5309 1.6821 -1.1720
C 1.1152 -0.8068 -2.3850
C 0.6609 -4.8993 -1.2862
C 2.0922 -0.6443 -1.3970
C 1.3190 4.5141 2.3721
C 2.2969 0.5782 -0.7984
C -0.0036 4.8249 2.2469
C 0.6305 -4.3266 0.1349
C -1.9280 5.6158 5.4383
C -1.2508 -3.4209 -1.8917
C -0.0099 -2.3971 -3.8124
C 0.3627 0.2980 -2.7755
C -2.6537 3.6911 3.9867
H 2.3489 5.1244 0.6134
H -2.9559 5.7603 5.7627
H -1.4248 4.9473 6.1305
H 0.9386 -3.2767 0.1047
H -1.1920 -6.2495 0.1261
H -2.1954 2.9812 4.6711
H 1.4562 -3.8411 -4.3843
H -0.9430 -2.8443 -1.0210
H 3.0805 0.6706 -0.0609
H -2.0943 -2.8792 -3.8314
H -1.4173 6.5752 5.4579
H -2.0447 -5.5539 1.5317
H 0.0148 -3.8601 -5.4138
H -2.2284 -3.8666 -1.6672
H 3.3750 4.3541 1.8688
H 2.6872 -1.5033 -1.1276
H -0.5399 5.0481 1.3492
H -2.6337 3.2704 2.9835
H 2.3680 2.2317 1.1761
H 1.3690 -4.8933 0.7194
H -2.3688 5.7184 3.3295
H -3.6901 3.8398 4.2800
H 0.3991 -5.7867 -3.5750
H -1.2382 -5.1459 -3.8557
H -1.7131 -1.5155 -2.7785
H -0.3822 0.2221 -3.5519
H 0.0116 2.3873 -2.4816
H -0.3826 -6.1787 1.7095
H -0.0437 -1.6543 -4.6213
```



No. 4
Density functional theory data (ωB97M-V with the def2-TZVPD basis set) for a 24-piece molecular cluster, C22H86BO25P overall at a distorted geometry.

Values from the calculation:
LUMO energy (eV): -0.323
HOMO level (Ha): -0.273
Electronic energy (Ha): -3136.7661
Strongest force on any atom (eV Å⁻¹): 3.29

The geometry in XYZ format:
```
135
C22H86BO25P ωB97M-V with the def2-TZVPD basis set
P 1.3710 0.6747 -3.0798
O 6.5350 -0.8843 -3.7243
O -11.1605 -1.3694 7.8872
O -7.5375 -0.2737 6.2344
O -2.9712 -1.4137 3.6209
O 1.0953 -2.6813 5.9704
O 0.4824 7.0215 -2.9542
O 6.4931 -4.3766 2.5583
O -1.9070 7.1456 -4.2234
O 4.7378 -6.6135 2.7419
O -6.2078 -1.5983 3.0140
O -2.6805 9.2877 -1.9795
O -1.0783 -1.1736 -8.9831
O -3.9332 3.5213 -2.4439
O -2.5259 1.9062 3.2168
O 2.7896 -4.2687 2.5048
O 1.8942 -0.3997 -5.8246
O -8.1552 -0.9767 8.7631
O -0.9864 1.6847 -7.5848
O 5.9006 1.8982 0.6601
O 1.3879 5.4860 6.3733
O 1.7518 2.8692 4.6902
O -3.2016 -4.6238 4.5766
O 0.9449 3.2000 -6.0483
O 8.0035 0.2559 -0.4291
O -4.5881 0.3280 5.0006
C -1.2313 0.7173 -1.7461
C -0.7839 -3.8302 -4.1039
C 0.6302 -2.1669 -2.7036
C 1.8168 -1.1628 -2.6456
C -1.5936 -4.2138 -2.9512
C -2.1878 -3.9680 -0.4453
C -1.0591 3.5879 -4.7604
C 2.9194 0.4064 2.1467
C 0.0957 -2.2064 3.0199
C 2.3914 1.3729 -1.6523
C 0.9881 2.4788 -3.6281
C -0.1243 -3.7789 2.8616
C 0.2996 -2.8353 -3.9847
C 1.3419 -1.6377 2.2137
C -0.4855 0.4283 -2.9121
C 3.1020 0.3779 0.5855
C 3.7274 1.2537 -4.9302
C -1.2932 -3.5392 -1.6602
C -0.2042 -2.5561 -1.5487
C 1.5226 -0.1277 2.6512
C 1.8521 0.9934 -0.2112
C 0.1766 2.5974 -4.9747
B 2.3451 0.4286 -4.7527
H 6.6286 -0.0874 -4.2592
H 0.8792 -2.6379 -4.9161
H -1.6294 3.5352 -5.7376
H 0.2819 -1.9232 4.0974
H 1.5352 1.9051 0.3538
H -2.6660 1.6234 2.3050
H 1.5649 -0.1413 3.7849
H 2.3368 -4.3406 1.6561
H -1.9844 -5.0673 -0.2593
H 6.7498 -4.4091 3.4865
H -7.7949 -1.0311 6.7726
H 2.4608 2.4870 -1.7064
H 1.3924 4.7626 5.7327
H -3.0680 -3.6720 4.5133
H 0.8361 -3.4410 6.5048
H -3.0284 9.7272 -2.7631
H -6.6569 -0.5041 5.9116
H 4.5807 0.6040 -5.2599
H 1.0863 0.1753 -0.2411
H 6.4930 1.1990 0.9679
H -3.4667 2.7246 -2.7239
H -0.4584 0.8781 -7.5132
H 2.3159 -1.3066 -1.6432
H -1.2215 0.0186 -0.8701
H 1.9727 -2.9131 5.6430
H -0.0072 -2.0834 -0.5502
H -0.9934 -4.3426 -5.0812
H 3.1748 1.4116 2.6034
H 6.4272 2.7020 0.7387
H 3.3134 -5.0794 2.5617
H 0.6732 -4.2799 3.4673
H -7.4877 -1.0942 9.4485
H -0.1589 -4.1078 1.7905
H -0.2790 1.6399 -5.3392
H 3.5445 2.0288 -5.7375
H 2.2637 2.0545 4.7518
H -10.2316 -1.1395 8.0121
H 4.4846 -7.3749 3.2769
H 5.6190 -6.8348 2.4172
H 1.2124 -1.7257 1.0927
H 3.9696 1.8228 -3.9883
H -3.9376 -1.3697 3.6460
H -3.3446 -4.8989 3.6643
H -2.7150 -1.4466 4.5502
H -1.7614 3.2286 -3.9665
H 3.4395 0.9710 -1.7841
H -6.4117 -0.6628 3.1365
H 0.6680 0.5399 2.3647
H 5.5287 -4.3376 2.5838
H 2.5797 -1.5315 -3.4079
H -1.0942 0.0584 -3.7908
H -0.7956 -1.6259 2.6431
H -3.2789 -3.9068 -0.7044
H 3.6994 -0.2987 2.5729
H 0.1241 7.9047 -2.8019
H -5.0436 0.9600 5.5704
H -0.7146 4.6454 -4.6385
H 7.6682 0.7190 -1.2057
H 1.9369 3.0845 -3.7642
H -2.4008 -4.9809 -3.0159
H -2.1379 6.4052 -3.6487
H 1.2883 2.7900 3.8481
H 3.4135 -0.6262 0.1870
H 1.1799 6.9338 -2.2943
H -1.8537 1.6479 -1.6329
H -1.1363 -4.0333 3.3416
H 2.3189 5.7068 6.4824
H 0.6848 2.7930 -6.8928
H 3.9643 1.0741 0.3502
H 5.6464 -0.8153 -3.3551
H -11.1400 -2.0825 7.2397
H -8.5124 -0.0961 8.9331
H -1.9285 -3.4353 0.5082
H -7.0317 -1.9776 2.6890
H -2.3157 8.4610 -2.3203
H -1.0392 6.9080 -4.5712
H -4.7911 3.4540 -2.8786
H -3.9135 0.8600 4.5529
H -2.3919 2.8590 3.1503
H 2.2531 -2.2559 2.4517
H -1.5603 -1.9188 -8.6061
H -1.4701 1.5710 -8.4113
H -0.1836 -1.5118 -9.1065
H 0.3992 3.0323 -2.8359
H 2.3974 -1.2312 -5.7574
H 8.3492 -0.5724 -0.7816
```



No. 5
Density functional theory data (ωB97M-V with the def2-TZVPD basis set) for C9H12N3O as an isolated structure at a distorted geometry.

Values from the calculation:
Charge: +1
Relative energy (zero: lowest compared OMol25 entry of this formula, charge and spin) (kcal/mol): 71.2
LUMO energy (eV): -3.128
HOMO level (Ha): -0.459
Electronic energy (Ha): -589.3325
Strongest force on any atom (eV Å⁻¹): 5.87

The geometry in XYZ format:
```
25
C9H12N3O ωB97M-V with the def2-TZVPD basis set
O -1.0321 0.7724 -2.2512
N 0.7927 0.2290 0.5449
N 1.8731 -0.2114 -0.1157
N 0.2255 -1.1116 -2.0580
C 1.2095 0.7048 1.7687
C -0.8915 -0.4321 -1.5816
C -1.1323 1.0638 2.3395
C 2.6103 0.4888 1.8909
C -1.4333 0.7020 0.9929
C -0.4372 0.2597 0.1462
C 0.2172 1.0747 2.6837
C 2.9770 -0.0224 0.7032
C -2.1059 -1.3258 -1.6624
H 3.9432 -0.2084 0.2201
H -1.8922 1.0315 -2.3915
H 0.2654 -2.0343 -2.1627
H 1.8117 -0.6190 -0.9608
H 0.5185 1.4753 3.6367
H 0.7026 -0.6052 -2.8297
H -2.3528 0.9236 0.5972
H 3.2463 0.9547 2.6105
H -3.0137 -0.8326 -2.1892
H -2.3128 -1.5124 -0.6730
H -1.8971 1.4562 2.9701
H -1.8921 -2.2215 -2.2288
```



No. 6
Density functional theory data (ωB97M-V with the def2-TZVPD basis set) for one molecule with the formula C4H4O at a distorted geometry.

Values from the calculation:
Relative energy (zero: lowest compared OMol25 entry of this formula, charge and spin) (kcal/mol): 38.8
LUMO energy (eV): 0.109
HOMO level (Ha): -0.361
Electronic energy (Ha): -229.9661
Strongest force on any atom (eV Å⁻¹): 2.98
SMILES string: C=C=CC=O

The geometry in XYZ format:
```
9
C4H4O ωB97M-V with the def2-TZVPD basis set
O 1.8718 -1.1633 0.0102
C 0.4412 0.7723 -0.0070
C 1.6822 0.0160 -0.0829
C -1.7614 -0.6094 -0.0041
C -0.7352 0.1700 -0.0683
H -2.1573 -0.9571 0.9385
H 0.5094 1.8517 -0.0234
H -2.2895 -0.9243 -0.8909
H 2.4389 0.8442 0.1278
```